Entry from the Open Molecules 2025 dataset: a single C7H10NOP molecule in a non-equilibrium geometry (ωB97M-V/def2-TZVPD).

HOMO   -8.565 eV
SMILES string   C[C@@H]1C=CCC/C1=N\P=O
LUMO   -0.807 eV
Calculated total energy   -20244.1547 eV
Orbital gap   7.758 eV
Molecular weight   155.1 g/mol
Energy above the lowest of the compared OMol25 structures with the same formula, charge and spin   479.1 kJ/mol

Geometry as ORCA input:
```
! RIJCOSX wB97M-V def2-TZVPD def2/J DEFGRID3
* xyz 0 1
C -1.572 -0.557 0.585
C -0.821 0.574 0.531
C 1.217 -0.483 -0.171
C -1.017 -1.795 -0.171
C 0.533 -1.706 -0.321
C 0.435 0.735 -0.273
C 1.081 2.104 -0.258
N 2.691 -0.230 0.270
O 5.196 0.244 0.606
P 4.147 -0.147 -0.332
H -2.511 -0.801 1.081
H -1.157 1.434 1.125
H -1.283 -2.613 0.599
H -1.414 -1.933 -1.151
H 0.858 -2.163 -1.238
H 0.846 -2.190 0.547
H 0.026 0.682 -1.389
H 1.803 1.950 0.613
H 0.398 2.953 -0.091
H 1.640 2.121 -1.127
*
```

For each atom in turn, the Mulliken charge in e is: atom 1 (C): -0.529, atom 2 (C): -0.679, atom 3 (C): 0.244, atom 4 (C): -0.615, atom 5 (C): -0.628, atom 6 (C): 1.006, atom 7 (C): -1.499, atom 8 (N): -0.126, atom 9 (O): -0.504, atom 10 (P): 0.049, atom 11 (H): 0.382, atom 12 (H): 0.333, atom 13 (H): 0.346, atom 14 (H): 0.308, atom 15 (H): 0.342, atom 16 (H): 0.283, atom 17 (H): 0.160, atom 18 (H): 0.337, atom 19 (H): 0.380, atom 20 (H): 0.408



Entry from the Open Molecules 2025 dataset: a single C7H10O molecule in a non-equilibrium geometry (ωB97M-V/def2-TZVPD).

HOMO   -8.329 eV
SMILES string   C[C@H](O)C1=CC=CC1
LUMO   0.921 eV
Calculated total energy   -9466.4746 eV
Orbital gap   9.250 eV
Molecular weight   110.2 g/mol
Energy above the lowest of the compared OMol25 structures with the same formula, charge and spin   201.3 kJ/mol

Geometry as ORCA input:
```
! RIJCOSX wB97M-V def2-TZVPD def2/J DEFGRID3
* xyz 0 1
C -0.305 -0.504 2.195
C 0.037 -1.201 0.881
C 0.097 -0.138 -0.284
C 1.244 0.256 -0.895
C 0.916 1.299 -1.833
C -0.434 1.599 -1.813
C -1.145 0.595 -0.756
H -0.758 -1.237 2.857
H -1.169 0.294 2.148
H 0.572 -0.008 2.648
H -0.844 -1.869 0.659
H 1.380 -2.213 0.049
H 2.166 -0.192 -0.738
H 1.672 1.727 -2.431
H -1.166 2.323 -2.243
H -1.508 1.213 0.014
H -1.874 0.129 -1.444
O 1.116 -2.073 0.985
*
```

For each atom in turn, the Mulliken charge in e is: atom 1 (C): -1.179, atom 2 (C): 0.382, atom 3 (C): -0.118, atom 4 (C): -0.235, atom 5 (C): -0.661, atom 6 (C): -0.539, atom 7 (C): -0.623, atom 8 (H): 0.343, atom 9 (H): 0.298, atom 10 (H): 0.312, atom 11 (H): 0.168, atom 12 (H): 0.356, atom 13 (H): 0.544, atom 14 (H): 0.458, atom 15 (H): 0.383, atom 16 (H): 0.355, atom 17 (H): 0.306, atom 18 (O): -0.551



Entry from the Open Molecules 2025 dataset: a 2-piece molecular cluster, C7H10O overall in a non-equilibrium geometry (ωB97M-V/def2-TZVPD).

HOMO   -9.462 eV
SMILES string   c1ccccc1.CO
LUMO   0.956 eV
Calculated total energy   -9466.7164 eV
Orbital gap   10.418 eV
Molecular weight   110.2 g/mol
Energy above the lowest of the compared OMol25 structures with the same formula, charge and spin   177.9 kJ/mol

Geometry as ORCA input:
```
! RIJCOSX wB97M-V def2-TZVPD def2/J DEFGRID3
* xyz 0 1
C -0.297 1.771 -0.444
C 0.361 1.509 0.674
C 1.236 0.417 0.723
C 1.535 -0.371 -0.296
C 0.682 -0.254 -1.390
C -0.195 0.888 -1.545
C -0.989 -2.103 0.882
H -0.969 2.596 -0.562
H 0.144 1.927 1.664
H 1.718 0.057 1.706
H 2.213 -1.132 -0.117
H 0.828 -0.974 -2.123
H -0.835 0.854 -2.397
H -1.034 -0.045 0.828
H -1.702 -2.833 1.181
H -0.783 -2.368 -0.201
H -0.059 -1.996 1.528
O -1.690 -0.903 0.858
*
```

For each atom in turn, the Mulliken charge in e is: atom 1 (C): -0.115, atom 2 (C): -0.607, atom 3 (C): -0.005, atom 4 (C): -0.530, atom 5 (C): -0.397, atom 6 (C): -0.520, atom 7 (C): -0.392, atom 8 (H): 0.333, atom 9 (H): 0.298, atom 10 (H): 0.215, atom 11 (H): 0.459, atom 12 (H): 0.467, atom 13 (H): 0.387, atom 14 (H): 0.373, atom 15 (H): 0.310, atom 16 (H): 0.138, atom 17 (H): 0.169, atom 18 (O): -0.583



Entry from the Open Molecules 2025 dataset: C7H10O as an isolated structure in a non-equilibrium geometry (ωB97M-V/def2-TZVPD).

HOMO   -8.336 eV
LUMO   -0.800 eV
Calculated total energy   -9462.8974 eV
Orbital gap   7.536 eV
Molecular weight   110.2 g/mol
Energy above the lowest of the compared OMol25 structures with the same formula, charge and spin   546.4 kJ/mol

Geometry as ORCA input:
```
! RIJCOSX wB97M-V def2-TZVPD def2/J DEFGRID3
* xyz 0 1
C 0.445 0.400 0.223
C 0.743 -0.621 -0.718
C 0.568 1.841 -0.232
C 0.847 0.169 1.665
C -1.336 -0.132 0.077
C -1.126 -1.364 -0.950
C -1.500 -2.369 -1.528
O -1.890 -0.380 1.149
H -1.656 0.669 -0.606
H 0.919 -0.379 -1.759
H 1.159 -1.560 -0.379
H 1.596 2.201 -0.140
H 1.872 0.504 1.843
H 0.262 1.965 -1.274
H -0.063 2.484 0.386
H 0.181 0.723 2.327
H 0.760 -0.883 1.937
H -1.781 -3.268 -2.020
*
```

For each atom in turn, the Mulliken charge in e is: atom 1 (C): 1.297, atom 2 (C): -0.873, atom 3 (C): -1.601, atom 4 (C): -1.554, atom 5 (C): 0.356, atom 6 (C): -0.524, atom 7 (C): -0.255, atom 8 (O): -0.595, atom 9 (H): 0.304, atom 10 (H): 0.365, atom 11 (H): 0.369, atom 12 (H): 0.397, atom 13 (H): 0.407, atom 14 (H): 0.412, atom 15 (H): 0.358, atom 16 (H): 0.338, atom 17 (H): 0.377, atom 18 (H): 0.421



Entry from the Open Molecules 2025 dataset: a single C7H10O molecule in a non-equilibrium geometry (ωB97M-V/def2-TZVPD).

HOMO   -8.786 eV
SMILES string   C[C@@H]1C=C[C@H]2C[C@@H]2O1
LUMO   1.088 eV
Calculated total energy   -9464.6413 eV
Orbital gap   9.874 eV
Molecular weight   110.2 g/mol
Energy above the lowest of the compared OMol25 structures with the same formula, charge and spin   378.1 kJ/mol

Geometry as ORCA input:
```
! RIJCOSX wB97M-V def2-TZVPD def2/J DEFGRID3
* xyz 0 1
C -1.576 -1.863 0.293
C -0.728 -0.873 -0.603
C 0.035 1.198 -0.414
C 0.640 2.238 0.505
C 0.910 0.781 0.745
C 1.616 -0.466 0.221
C 0.743 -1.211 -0.399
H -2.653 -1.482 0.240
H -1.570 -2.889 -0.210
H -1.271 -1.840 1.358
H -0.877 -1.077 -1.670
H 0.504 1.160 -1.355
H 0.022 2.749 1.219
H 1.404 3.007 0.115
H 0.344 0.521 1.616
H 2.560 -0.817 0.570
H 0.889 -2.274 -0.677
O -1.149 0.515 -0.412
*
```

For each atom in turn, the Mulliken charge in e is: atom 1 (C): -1.166, atom 2 (C): 0.236, atom 3 (C): -0.080, atom 4 (C): -0.610, atom 5 (C): 0.088, atom 6 (C): -0.621, atom 7 (C): -0.281, atom 8 (H): 0.314, atom 9 (H): 0.357, atom 10 (H): 0.291, atom 11 (H): 0.260, atom 12 (H): 0.352, atom 13 (H): 0.255, atom 14 (H): 0.205, atom 15 (H): 0.179, atom 16 (H): 0.368, atom 17 (H): 0.334, atom 18 (O): -0.479



Entry from the Open Molecules 2025 dataset: a single C7H10O molecule in a non-equilibrium geometry (ωB97M-V/def2-TZVPD).

HOMO   -7.414 eV
LUMO   0.897 eV
Calculated total energy   -9463.9519 eV
Orbital gap   8.311 eV
Molecular weight   110.2 g/mol
Energy above the lowest of the compared OMol25 structures with the same formula, charge and spin   444.7 kJ/mol

Geometry as ORCA input:
```
! RIJCOSX wB97M-V def2-TZVPD def2/J DEFGRID3
* xyz 0 1
C -0.774 1.615 -0.470
C -0.226 0.795 -1.689
C -0.409 0.865 0.826
C 1.340 -1.132 1.158
C 0.768 -0.058 -1.019
C 0.748 -0.008 0.363
C 0.334 -1.834 0.189
O -0.900 -2.189 0.528
H -0.495 2.749 -0.422
H -1.828 1.526 -0.587
H -0.968 0.172 -2.154
H 0.329 1.379 -2.430
H -0.278 1.527 1.745
H -1.234 0.147 0.949
H 2.321 -1.575 0.924
H 1.087 -1.313 2.154
H 1.542 -0.646 -1.417
H -1.355 -2.019 1.353
*
```

For each atom in turn, the Mulliken charge in e is: atom 1 (C): -0.552, atom 2 (C): -0.668, atom 3 (C): -0.530, atom 4 (C): -0.342, atom 5 (C): -0.265, atom 6 (C): 0.401, atom 7 (C): -0.691, atom 8 (O): -0.238, atom 9 (H): 0.288, atom 10 (H): 0.250, atom 11 (H): 0.332, atom 12 (H): 0.296, atom 13 (H): 0.317, atom 14 (H): 0.112, atom 15 (H): 0.177, atom 16 (H): 0.373, atom 17 (H): 0.472, atom 18 (H): 0.268